Version w
A single C20H27N5O4 molecule, computed with wB97M-V/def2-TZVPD.

## Properties
Kohn-Sham gap in eV: 8.694
SMILES string: Cc1c/c(=N\[C@H]2CC[C@@]3(CC2)CN(C(=O)c2conc2C)CCO3)[nH]c(CO)n1
HOMO in Eh: -0.2987

CARTESIAN COORDINATES (ANGSTROEM)
C -3.268 4.628 -3.626
C -3.586 3.399 -2.834
C -2.633 2.517 -2.458
C -2.981 1.316 -1.721
N -2.310 0.322 -1.297
C -0.863 0.286 -1.175
C -0.193 1.565 -0.660
C 1.313 1.375 -0.484
C 1.652 0.207 0.430
C 0.990 -1.062 -0.109
C -0.514 -0.885 -0.258
C 3.166 0.045 0.549
N 3.496 -0.912 1.596
C 4.009 -2.125 1.253
O 4.221 -2.451 0.096
C 4.329 -3.083 2.347
C 5.137 -2.973 3.422
O 5.229 -4.141 4.061
N 4.454 -5.077 3.390
C 3.933 -4.459 2.371
C 3.040 -5.164 1.409
C 2.939 -0.546 2.891
C 1.437 -0.346 2.752
O 1.130 0.570 1.721
N -4.373 1.219 -1.551
C -5.258 2.167 -1.933
C -6.691 1.869 -1.563
O -7.553 2.790 -2.175
N -4.931 3.251 -2.542
H -2.204 4.709 -3.839
H -3.826 4.614 -4.563
H -3.595 5.510 -3.075
H -1.612 2.672 -2.766
H -0.428 0.063 -2.165
H -0.355 2.407 -1.325
H -0.641 1.828 0.303
H 1.782 1.190 -1.456
H 1.759 2.285 -0.075
H 1.444 -1.278 -1.081
H 1.220 -1.925 0.520
H -0.976 -0.702 0.716
H -0.970 -1.791 -0.662
H 3.595 -0.305 -0.387
H 3.606 1.011 0.814
H 5.708 -2.158 3.835
H 3.367 -4.967 0.390
H 3.055 -6.234 1.607
H 2.015 -4.804 1.506
H 3.147 -1.320 3.624
H 3.404 0.388 3.219
H 0.950 -1.313 2.577
H 1.027 0.078 3.669
H -4.678 0.379 -1.080
H -6.910 0.839 -1.872
H -6.761 1.910 -0.469
H -8.447 2.617 -1.866

Version x
A single C20H27N5O4 molecule, computed with wB97M-V/def2-TZVPD.

## Properties
Kohn-Sham gap in eV: 8.681
SMILES string: Cc1c/c(=N\[C@H]2CC[C@@]3(CC2)CN(C(=O)c2conc2C)CCO3)[nH]c(CO)n1
HOMO in Eh: -0.2978

CARTESIAN COORDINATES (ANGSTROEM)
C -2.942 5.485 -0.667
C -3.353 4.230 0.034
C -2.478 3.236 0.308
C -2.921 2.032 0.985
N -2.306 0.977 1.347
C -0.884 0.839 1.115
C -0.202 0.409 2.412
C 1.288 0.153 2.209
C 1.545 -0.874 1.114
C 0.864 -0.425 -0.182
C -0.629 -0.195 0.020
C 3.045 -1.074 0.916
N 3.312 -2.216 0.051
C 3.781 -1.997 -1.210
O 3.952 -0.874 -1.661
C 4.134 -3.172 -2.047
C 4.797 -4.311 -1.746
O 5.025 -5.028 -2.844
N 4.495 -4.349 -3.936
C 3.983 -3.248 -3.469
C 3.340 -2.260 -4.379
C 2.709 -3.445 0.543
C 1.221 -3.223 0.779
O 0.984 -2.104 1.607
N -4.295 2.074 1.264
C -5.100 3.119 0.959
C -6.536 2.942 1.386
O -7.316 4.014 0.929
N -4.698 4.187 0.368
H -1.882 5.483 -0.914
H -3.527 5.601 -1.580
H -3.164 6.345 -0.035
H -1.446 3.332 0.012
H -0.415 1.782 0.796
H -0.351 1.179 3.172
H -0.691 -0.499 2.771
H 1.797 1.081 1.929
H 1.743 -0.202 3.136
H 1.349 0.502 -0.502
H 1.043 -1.141 -0.987
H -1.124 -1.126 0.308
H -1.090 0.140 -0.913
H 3.500 -0.192 0.473
H 3.503 -1.270 1.890
H 5.179 -4.720 -0.824
H 3.877 -1.314 -4.338
H 3.339 -2.644 -5.396
H 2.314 -2.062 -4.066
H 2.845 -4.250 -0.173
H 3.193 -3.725 1.484
H 0.710 -3.114 -0.185
H 0.792 -4.082 1.294
H -4.659 1.253 1.725
H -6.888 1.982 0.985
H -6.547 2.867 2.481
H -8.213 3.893 1.252

Version y
A single C20H27N5O4 molecule, computed with wB97M-V/def2-TZVPD.

## Properties
Kohn-Sham gap in eV: 9.070
SMILES string: CCOc1ccc(CN2CCNC(=O)[C@@H]2CC(=O)N(C)Cc2nonc2C)cc1
HOMO in Eh: -0.3115

CARTESIAN COORDINATES (ANGSTROEM)
C -7.054 -3.105 -1.063
C -5.996 -2.025 -1.228
O -5.629 -1.584 0.064
C -4.697 -0.601 0.186
C -4.042 0.020 -0.871
C -3.112 1.015 -0.619
C -2.807 1.404 0.676
C -1.810 2.507 0.926
N -0.719 2.490 -0.039
C -0.183 3.809 -0.313
C 0.657 3.738 -1.582
N 1.641 2.695 -1.444
C 1.517 1.615 -0.654
O 2.320 0.701 -0.709
C 0.368 1.606 0.351
C -0.053 0.143 0.537
C 1.138 -0.595 1.131
O 1.667 -0.169 2.146
N 1.518 -1.766 0.567
C 1.039 -2.232 -0.715
C 2.765 -2.355 1.032
C 3.890 -1.889 0.172
N 4.194 -2.433 -0.972
O 5.194 -1.710 -1.495
N 5.534 -0.695 -0.681
C 4.756 -0.759 0.361
C 4.814 0.161 1.514
C -3.466 0.780 1.729
C -4.398 -0.207 1.492
H -7.917 -2.701 -0.540
H -6.653 -3.931 -0.481
H -7.365 -3.472 -2.037
H -6.399 -1.186 -1.813
H -5.120 -2.431 -1.753
H -4.248 -0.257 -1.893
H -2.602 1.493 -1.441
H -2.336 3.461 0.820
H -1.439 2.452 1.962
H -1.006 4.507 -0.472
H 0.439 4.184 0.520
H 1.164 4.691 -1.757
H 0.002 3.527 -2.438
H 2.398 2.663 -2.114
H 0.816 1.936 1.313
H -0.392 -0.264 -0.410
H -0.865 0.079 1.261
H 1.571 -3.146 -0.969
H 1.238 -1.499 -1.500
H -0.030 -2.448 -0.670
H 2.683 -3.443 0.990
H 2.921 -2.025 2.061
H 5.331 -0.322 2.344
H 3.803 0.403 1.834
H 5.350 1.064 1.240
H -3.245 1.069 2.747
H -4.912 -0.695 2.304

Best to worst by energy: version x, version w, version y.